(1)
A structure of composition C17H34NO4PS5Sm. Source: the Open Molecules 2025 dataset; level of theory: the ωB97M-V functional and the def2-TZVPD basis.

Structure (XYZ):
```
63
Properties=species:S:1:pos:R:3:forces:R:3
Sm 0.38230 -0.66161 -0.44536 0.2281 -0.0459 -0.1770
C -2.34992 -2.47301 -2.68638 0.4637 0.8011 0.4200
C -0.97932 -2.86630 -3.21125 -0.7396 0.7945 -1.7229
S 0.10462 -1.36673 -3.32257 0.0673 -1.0051 0.1198
C 1.74236 -2.15234 -3.71062 -0.1295 0.9600 0.6712
C 2.56621 -2.63174 -2.51044 -0.8632 1.3788 0.3479
S 2.90109 -1.37125 -1.16236 -0.5946 -0.2469 -0.4272
C 1.66131 -4.64438 1.04226 -0.7317 0.1519 0.0423
C 0.62841 -4.13587 2.04375 -0.1687 0.5906 -1.0872
S -0.53940 -2.94338 1.29620 -0.4935 -0.1391 -0.2414
C -1.94358 -3.89965 0.51910 0.3442 0.7091 0.9888
C -2.99606 -2.90944 0.05508 -0.2092 0.0567 0.5795
S -2.35176 -1.66193 -1.04615 -0.1345 0.6408 -0.4579
H -3.06982 -3.28768 -2.64609 0.0840 -0.0639 -0.1639
H -2.71664 -1.66640 -3.33126 -0.2100 -0.3736 -0.0401
H -1.20190 -3.20177 -4.24759 0.4830 0.1863 0.4094
H -0.47408 -3.66912 -2.74143 0.3740 -0.7319 0.9150
H 2.25204 -1.33374 -4.22416 0.0705 -0.2671 -0.1083
H 1.53119 -2.97074 -4.38538 0.0381 -0.1149 -0.3270
H 3.53169 -2.90687 -2.88623 0.4335 -0.5397 -0.0596
H 2.03305 -3.43474 -2.03810 0.1123 -0.7779 0.0963
H 2.25643 -3.84139 0.61476 0.1141 0.1346 0.0188
H 2.27519 -5.33639 1.56787 0.8819 -0.5037 0.3920
H 1.11076 -3.53810 2.80575 0.1014 -0.1248 0.3631
H 0.07120 -4.96403 2.45290 -0.1685 -0.1201 0.3511
H -2.33787 -4.46835 1.34405 -0.2349 -0.4668 0.1994
H -1.62871 -4.55623 -0.26634 0.3095 -0.2501 -0.4366
H -3.47299 -2.35686 0.89532 0.4355 -0.4041 -0.4711
H -3.79619 -3.41223 -0.49490 0.0661 -0.0816 0.1889
C -3.57523 3.69980 0.41938 0.4716 0.2673 -0.1317
C -2.10884 3.94807 0.67083 0.6599 1.1160 0.1822
C -2.01517 4.86228 1.90355 0.9282 -2.0645 -0.0910
C -1.32532 4.57317 -0.48811 -1.2694 0.3005 0.4813
O -1.58230 2.60011 0.98875 0.0343 -0.4764 0.4743
P -0.20217 1.93691 0.73222 0.6857 0.1337 -0.9290
O -0.04443 0.55087 1.40690 -0.1599 1.1134 0.5663
O -0.01737 1.52192 -0.75522 -0.0045 0.4244 0.1910
O 0.79721 3.09147 1.15280 -0.0340 -0.3144 -0.0539
C 2.22734 3.04520 1.56991 -0.1419 -0.9047 0.2868
C 3.08954 2.57366 0.41509 -0.5476 -0.6377 -0.8798
C 2.23947 2.09782 2.78500 -0.1727 1.7536 0.4841
C 2.66700 4.46405 1.91607 -0.8411 -0.0964 -0.9172
H -4.07664 4.65452 0.25817 -0.0975 -0.1434 -0.0082
H -3.99009 3.18236 1.27701 -0.1907 0.0101 0.0873
H -3.65524 3.07840 -0.44271 -0.4324 -0.4721 -0.7641
H -2.49570 5.79364 1.74191 -0.4040 0.8287 -0.2720
H -0.97193 4.99328 2.17748 0.0493 0.1956 0.1220
H -2.52150 4.30171 2.67524 -0.1361 0.2087 0.6292
H -1.97254 5.28677 -0.95272 -0.6214 0.6580 -0.2357
H -1.10552 3.90375 -1.26946 0.4785 -1.1534 -0.8161
H -0.46084 5.13748 -0.20865 0.6645 -0.0535 0.4744
H 2.78175 1.65018 -0.08812 -0.3422 -0.1518 0.4352
H 4.08689 2.37697 0.73302 0.8574 0.0242 0.4817
H 3.14533 3.27009 -0.41594 -0.1089 0.4641 0.1340
H 2.06570 1.08936 2.51083 -0.3675 -0.9083 -0.2924
H 1.43242 2.46232 3.47750 0.8391 -0.5334 -0.4547
H 3.20299 2.12727 3.28901 0.0544 0.1916 0.0927
H 2.64614 5.01564 0.95745 0.1775 0.0827 0.6341
H 3.67580 4.42303 2.31044 0.1416 0.0984 0.0047
H 2.00415 4.95796 2.62258 -0.0119 -0.0872 0.1286
S -0.55326 -6.70031 -1.83685 0.2137 0.0208 -0.1979
C 0.41419 -5.95181 -0.82228 0.1609 0.7060 1.1998
N 1.00855 -5.35566 0.00850 -0.4621 -0.7478 -1.4292
```
Positions in Å, forces in eV/Å.

energy relative to the best compared isomer or geometry (same formula, charge and spin): 0.0 kJ/mol
charge: +1
2S+1: 6
⟨S²⟩: 8.76
strongest force on any atom: 2.27 eV Å⁻¹
calculated total energy: -4014.157975 a.u.
orbital gap (alpha / beta): 7.9 / 8.7 eV

Atom charges from the natural (NBO) analysis, given in e for atoms 1 to 4: atom 1 (Sm): 1.73, atom 2 (C): -0.52, atom 3 (C): -0.52, atom 4 (S): 0.18

***

(2)
The molecule C17H34NO5P. Source: the Open Molecules 2025 dataset; level of theory: the ωB97M-V functional and the def2-TZVPD basis.

Structure (XYZ):
```
58
Properties=species:S:1:pos:R:3:forces:R:3
C -1.52323 4.64619 2.49251 0.0682 0.9241 -0.4506
C -0.21963 4.25705 1.63794 -0.3433 1.6331 -0.8106
O -0.02046 2.83483 1.42672 0.0738 -0.4343 2.5281
C 0.35462 2.17739 2.65680 3.5618 -0.1219 1.0775
O 1.57611 2.09540 2.96277 -4.8005 0.2744 -1.4614
C -0.72925 1.58664 3.67323 -0.5832 0.6658 0.0541
C -0.41042 0.10728 4.19406 1.1694 0.4557 -0.2974
C -0.46122 -1.03326 3.07088 -0.4472 -0.5168 0.9812
C -1.72101 -0.96778 2.07976 0.2575 -1.1890 0.4261
O -1.26247 -1.43571 0.77228 -0.3004 1.6755 0.3154
C -0.73108 -0.34431 -0.01778 1.5768 0.0117 -0.9398
C 0.84659 -0.49050 -0.33381 -0.7333 1.0632 0.1063
N 1.18692 -1.71628 -1.10772 0.5730 0.3264 1.3035
C 2.32590 -2.48096 -0.53207 0.2776 -1.6907 0.0958
C 3.52726 -2.76628 -1.56654 0.3092 -0.0602 -0.4733
C 3.14358 -2.54552 -3.10793 1.3154 -0.2235 0.5760
C 3.22079 -1.02468 -3.57972 -2.7539 0.7112 -2.1749
O 2.49315 -0.63537 -4.51785 2.8090 -1.2196 3.0841
O 4.13065 -0.09189 -2.98893 -1.4997 -1.3898 0.1917
P -1.77606 -0.21901 -1.63511 -1.8087 0.8661 0.0133
C -2.52812 -1.89673 -2.08780 0.4626 -1.1162 -0.6814
C -3.74907 -2.35333 -1.15686 -0.0426 -0.2681 0.1140
C -0.74801 0.51993 -3.03917 2.0338 0.5311 -0.3119
C -0.36393 2.04876 -2.60547 -0.4373 -0.4082 0.9606
H -2.18240 3.76909 2.79250 1.1309 1.1325 -0.2820
H -1.18053 5.27890 3.38093 -0.7320 -1.1341 -0.9666
H -2.18989 5.33739 1.85002 1.0603 -1.1197 1.0081
H -0.35744 4.71863 0.58824 0.2949 -1.0821 1.5705
H 0.72815 4.77090 2.05494 -1.4237 -1.1370 -0.4038
H -1.80072 1.71630 3.26349 1.8119 -0.4155 0.4869
H -0.69454 2.27312 4.60393 0.1264 -0.9225 -1.5379
H 0.67813 0.13067 4.58304 -1.7523 0.0116 -0.5088
H -1.06757 -0.08706 5.10390 0.6443 0.0923 -1.3855
H -0.54862 -2.03887 3.63629 0.2498 1.5359 -0.9042
H 0.53872 -1.11368 2.50000 -1.7770 0.4810 0.7277
H -2.51394 -1.73270 2.42175 1.2373 1.1685 -0.5436
H -2.25220 0.03922 2.03404 0.9307 -1.1787 -0.1724
H -0.88102 0.65429 0.51376 0.2179 -1.2801 -0.7279
H 1.16218 0.42798 -0.96480 -0.6611 -1.1983 1.0714
H 1.40292 -0.38280 0.66088 -0.5388 -0.4694 -1.3235
H 0.36569 -2.31535 -1.27046 0.6498 0.5261 0.4331
H 1.92911 -3.51307 -0.18744 0.6811 1.5371 -0.4662
H 2.79508 -2.01012 0.39922 -0.9486 -0.3583 -1.2848
H 3.87311 -3.86481 -1.47338 -0.4967 1.7993 0.0446
H 4.43297 -2.09213 -1.33419 -1.3166 -1.1172 -0.3040
H 2.15452 -3.06028 -3.35011 1.2241 1.3102 0.1561
H 3.94528 -3.11034 -3.72286 -1.1514 1.0302 0.8538
H 3.88244 0.07120 -2.04610 0.2861 -0.4739 -0.9538
H -1.71726 -2.71166 -2.18033 -1.3574 0.9307 0.2549
H -2.95283 -1.77965 -3.15638 0.7704 0.0281 1.6075
H -4.10535 -3.40431 -1.47174 0.4971 1.6789 0.3274
H -4.61552 -1.61762 -1.25539 1.1682 -0.9788 0.0364
H -3.49860 -2.42768 -0.04583 -0.0543 0.2243 -1.5949
H 0.26054 -0.00993 -3.21865 -1.6272 0.5376 0.1502
H -1.27924 0.57384 -4.04583 0.3387 -0.4282 1.5649
H -0.77214 2.81815 -3.33857 0.7266 -1.0573 0.9108
H -0.86352 2.25260 -1.58547 0.7111 -0.0694 -1.5070
H 0.76293 2.16792 -2.42958 -1.6583 -0.1037 -0.5640
```
Positions in Å, forces in eV/Å.

SMILES: CCOC(=O)CCCCO[C@@H](CNCCCC(=O)O)P(CC)CC
2S+1: 1
strongest force on any atom: 5.03 eV Å⁻¹
calculated total energy: -1440.263103 a.u.
orbital gap: 8.0 eV

Atom charges from the natural (NBO) analysis, given in e for atoms 1 to 4: atom 1 (C): -0.67, atom 2 (C): -0.08, atom 3 (O): -0.56, atom 4 (C): 0.81

***

(3)
A structure of composition C17H35BN4O5PSTl. Source: the Open Molecules 2025 dataset; level of theory: the ωB97M-V functional and the def2-TZVPD basis.

Structure (XYZ):
```
65
Properties=species:S:1:pos:R:3:forces:R:3
C 2.45662 3.50666 1.77076 0.0261 -0.1488 1.2171
C 2.14171 2.63766 3.10222 1.0548 1.0054 -0.3381
S 1.10918 1.14250 2.75016 -0.0611 -0.3666 0.3099
C -0.53767 1.61594 2.04295 -1.7842 0.7242 -0.0336
C -0.72707 1.16098 0.49356 1.7129 1.9447 1.4043
C -1.15806 2.45324 -0.33234 -0.9547 0.4814 -1.1939
C -2.18225 2.25832 -1.53579 -1.1872 0.9573 -0.5234
O -1.65027 1.59336 -2.70652 -0.4652 -0.4137 0.9753
O 0.69049 1.00292 0.10425 0.3641 -1.0530 -1.2703
B 0.86905 0.04586 -1.00786 -4.1215 0.6475 3.2653
C 2.10973 -1.06638 -0.86174 3.2229 -2.1582 0.5704
C 3.29411 -0.58835 0.10055 0.3060 0.2743 -0.1804
C 3.92856 -1.82993 0.96224 0.0563 0.3548 0.7101
N 5.42283 -1.83468 0.79372 -1.0152 -1.1636 1.2716
C 1.38036 0.93044 -2.30957 2.0136 1.7476 -3.0365
C 1.20556 0.21195 -3.72848 0.6946 -0.6469 -3.0708
C 0.48138 -1.19395 -3.98460 0.4378 0.2907 0.3908
N 1.73100 0.79052 -4.79655 -1.3091 -0.8651 4.2604
O -0.48611 -0.55221 -1.04482 0.3041 -0.5778 0.0490
C -1.27918 -0.30407 0.16894 2.6712 0.4691 -2.3726
P -0.50697 -1.64021 1.32894 -1.1175 0.4431 3.2701
N -1.19739 -1.63347 2.80238 -0.2141 0.2978 -1.9140
N -2.68141 -0.54526 -0.20536 -0.6593 -1.0204 2.0723
C -3.66337 -0.24345 0.82543 -0.5408 4.1128 1.4167
C -4.47585 -1.27791 1.73347 0.0688 -0.8116 -1.3454
O -3.87701 0.98242 1.07597 0.9506 -4.4624 -0.5826
C -2.93177 -1.76107 -0.99487 -1.0067 -1.2402 -5.0919
C -3.05593 -3.26515 -0.47392 0.0973 0.4245 0.5794
O -3.10824 -1.59497 -2.23479 0.8601 -0.1805 4.9606
H 2.53908 4.59940 2.11718 -0.1968 -1.5969 -0.9111
H 3.47611 3.16226 1.37923 -1.6553 0.5524 0.2531
H 1.61663 3.32800 1.02443 1.3106 0.5712 0.7922
H 3.16466 2.23769 3.46220 -1.8880 0.1581 -0.4089
H 1.74645 3.26960 3.97573 0.1791 -1.0375 -1.4258
H -0.63867 2.75477 2.17819 0.1631 -1.7474 -0.5700
H -1.43900 1.17491 2.61415 1.7822 0.6342 -0.4027
H -0.19797 2.91207 -0.78498 -1.4337 -0.8610 0.8138
H -1.58962 3.29777 0.32767 0.5410 -1.6704 -0.7982
H -3.16444 1.73750 -1.26537 1.5563 0.8312 0.1301
H -2.48995 3.31939 -1.88167 0.6016 -1.5483 0.6635
H -2.19077 0.78453 -2.84795 0.5763 0.6894 0.1002
H 2.58456 -1.34319 -1.86644 -0.9805 0.6087 1.2758
H 1.71696 -2.06477 -0.42714 -0.0766 1.7647 -0.8108
H 3.00820 0.20192 0.87183 0.0263 -0.9485 -1.0609
H 4.14756 -0.14225 -0.52308 -1.2529 -0.6851 0.8594
H 3.71709 -1.63113 2.08213 -0.1559 -0.3436 -1.8028
H 3.47019 -2.83639 0.68844 0.5998 1.3705 0.2012
H 5.80607 -1.51652 1.70657 -0.1006 -0.0896 -1.0837
H 5.70808 -2.83510 0.75214 -0.0556 1.0404 -0.2339
H 2.50651 1.12031 -2.15927 -1.6552 -0.3800 -0.1601
H 0.89813 1.96760 -2.39713 0.1953 -1.6723 0.6268
H -0.64457 -1.02793 -3.94150 1.4503 -0.3884 0.2060
H 0.84121 -1.96139 -3.20066 -0.8881 1.2236 -1.1287
H 0.73621 -1.62916 -5.01976 -0.2217 1.1010 1.6246
H 2.20584 1.67356 -4.53588 -0.0994 -0.2015 -0.4067
H 0.89314 -1.40360 1.57086 -0.6310 -0.0940 -0.9183
H -0.59457 -2.90482 0.66537 0.2247 0.6901 -0.2012
H -1.92618 -0.90742 2.83215 0.5020 -0.3805 0.1666
H -4.96751 -2.11619 1.11162 0.5338 1.3665 1.0089
H -5.29391 -0.67916 2.31041 2.2887 -0.4743 -4.3535
H -3.84265 -1.79928 2.52991 -0.2585 0.6685 -1.2416
H -2.17405 -3.85091 -0.90215 -1.1537 0.8753 0.5837
H -3.05449 -3.34576 0.67517 0.0904 0.0337 -1.7918
H -4.00526 -3.73500 -0.91410 1.3761 0.8747 0.6382
Tl -5.87110 -0.81302 3.95338 -1.6988 -0.0009 3.9966
```
Positions in Å, forces in eV/Å.

charge: +2
2S+1: 1
strongest force on any atom: 5.34 eV Å⁻¹
calculated total energy: -2199.916276 a.u.
orbital gap: 4.0 eV

Atom charges from the Löwdin analysis, given in e for atoms 1 to 4: atom 1 (C): -0.13, atom 2 (C): -0.47, atom 3 (S): 0.94, atom 4 (C): -0.34

***

(4)
A structure of composition C17H35F6N3O3PSbSeTi. Source: the Open Molecules 2025 dataset; level of theory: the ωB97M-V functional and the def2-TZVPD basis.

Structure (XYZ):
```
68
Properties=species:S:1:pos:R:3:forces:R:3
Ti 0.91559 -0.71379 1.03685 1.0790 0.1793 0.6698
C -0.42135 -0.39800 3.84736 -0.3380 -0.5552 0.0797
O 0.50465 0.17917 2.93752 0.0842 0.1455 -0.1995
C 1.24373 1.25749 3.50888 0.5833 -0.0661 0.0623
C 0.42567 2.52905 3.56843 0.1627 0.2736 0.0082
O -0.01012 2.79127 2.24687 -0.0713 -0.1003 0.0231
C -1.06213 3.72147 2.10865 -0.1037 0.0569 -0.1840
C -1.57353 3.66354 0.65985 0.0274 0.1181 0.2703
O -1.99356 2.38518 0.21096 0.4868 0.0197 0.0588
C -3.15499 1.91788 0.85849 -0.1374 -0.1658 0.3306
H 0.11427 -0.69230 4.75912 -0.2194 0.0101 -0.1498
H -0.84747 -1.28866 3.35570 0.1540 0.4367 0.3318
H -1.21529 0.32320 4.07018 0.0622 -0.2107 0.0419
H 2.13303 1.40288 2.86988 -0.3942 -0.0545 0.2367
H 1.59140 0.93173 4.50495 -0.0738 0.3096 -0.3060
H 1.07396 3.34302 3.93468 -0.1484 -0.1544 -0.0123
H -0.41579 2.44110 4.27169 0.0054 -0.0119 -0.2248
H -0.71283 4.74910 2.31051 -0.0959 -0.1794 -0.0836
H -1.85985 3.50504 2.83385 0.0148 -0.0363 -0.1378
H -0.77782 3.96990 -0.02131 0.0475 -0.0078 0.0676
H -2.40522 4.37631 0.54448 0.1434 -0.0313 0.0966
H -3.90103 2.71598 0.93251 -0.0295 -0.0395 0.0197
H -2.92416 1.53566 1.86077 -0.0836 0.0553 -0.0993
H -3.56713 1.10076 0.26834 0.0150 -0.0446 -0.0127
C -1.66293 -1.98980 -3.78802 -0.0428 -0.1214 0.0499
C -0.54511 -1.04119 -3.41268 0.0170 0.1251 0.0349
Sb -1.04356 0.38184 -1.89851 0.0752 0.2591 0.1914
C 0.82681 1.43174 -1.70715 0.0812 -0.1125 -0.0932
C 1.37103 1.58328 -0.28442 -0.2603 0.0430 0.1048
C -2.12628 1.71907 -3.18328 -0.1184 -0.1778 0.2210
C -2.63493 3.01559 -2.60566 0.0200 0.1820 -0.0529
H -1.35780 -2.63363 -4.60889 0.0555 -0.0759 -0.1021
H -2.55787 -1.46817 -4.11036 -0.1582 0.1222 -0.0506
H -1.94084 -2.62629 -2.95115 -0.0338 -0.0851 0.0965
H -0.27034 -0.37454 -4.23309 0.0176 -0.0236 -0.1399
H 0.35170 -1.55470 -3.09074 0.1464 -0.0725 0.0199
H 0.66407 2.39489 -2.18772 0.0161 0.0552 -0.0417
H 1.49061 0.84252 -2.34446 0.0066 0.0802 0.0447
H 1.25580 2.60618 0.10440 0.0970 -0.4405 -0.1771
H 2.42376 1.29101 -0.18254 -0.2639 0.0171 -0.0504
H 0.69756 1.01542 0.38735 0.0613 0.9189 0.0087
H -2.92089 1.12772 -3.62380 -0.1488 -0.1045 -0.1012
H -1.36398 1.87130 -3.94221 0.1459 0.1098 -0.2631
H -3.37183 2.84765 -1.82907 -0.0947 -0.0037 0.0622
H -3.10156 3.60478 -3.39141 -0.0615 0.0669 -0.1179
H -1.83176 3.61542 -2.18285 0.0347 0.0212 0.0356
C 1.54495 -4.96877 -2.33089 -0.0091 -0.2131 -0.1166
N 1.76596 -3.61696 -1.87045 -0.1490 0.4035 0.1366
C 2.84316 -2.82298 -2.15598 -0.0205 0.2459 0.1722
C 2.64421 -1.65977 -1.48106 0.1817 0.0509 -0.1692
N 1.45766 -1.71981 -0.79452 0.0805 -0.4416 -0.3324
C 0.96671 -2.92153 -1.05816 -0.2441 -0.1180 0.1810
H 2.28376 -5.63029 -1.88034 -0.0569 -0.0367 -0.0836
H 1.61999 -4.99554 -3.41883 -0.0119 -0.1032 0.1142
H 0.54767 -5.27324 -2.02346 0.0257 -0.0830 -0.0450
H 3.64421 -3.16422 -2.77048 0.3035 -0.0737 -0.2236
H 3.29252 -0.80760 -1.41446 0.1205 0.1135 -0.0174
H 0.04108 -3.31374 -0.67328 -0.0883 -0.0480 0.0855
Se -3.33620 -2.89852 0.75563 -0.0610 0.0415 -0.0413
C -1.97769 -1.80893 0.70513 0.0712 0.0997 -0.1392
N -1.02794 -1.09882 0.65770 -1.1827 -0.1998 -0.3607
F 2.91041 -0.93478 1.66678 0.1673 -0.0692 0.0501
P 2.95104 -2.45783 2.53617 -0.0055 -0.0059 -0.0716
F 1.28098 -2.49354 2.13911 0.1236 -0.2870 0.2000
F 4.49630 -2.23847 2.78762 -0.6016 -0.2377 -0.0063
F 2.53475 -1.59773 3.82489 0.2506 -0.3704 -0.1537
F 3.20183 -3.14261 1.10332 0.1031 0.0206 0.5132
F 2.80295 -3.84135 3.28264 0.2400 0.5815 -0.2591
```
Positions in Å, forces in eV/Å.

energy relative to the best compared isomer or geometry (same formula, charge and spin): 63.3 kJ/mol
charge: +1
2S+1: 4
⟨S²⟩: 3.76
strongest force on any atom: 1.28 eV Å⁻¹
calculated total energy: -5490.400622 a.u.
orbital gap (alpha / beta): 7.5 / 5.4 eV

Atom charges from the natural (NBO) analysis, given in e for atoms 1 to 4: atom 1 (Ti): 1.28, atom 2 (C): -0.25, atom 3 (O): -0.59, atom 4 (C): -0.08